Entry 1:
Molecular formula: C21H26N2O2S
Method: DFT, ωB97M-V with the def2-TZVPD basis set

The geometry in ORCA input format:
```
! wB97M-V def2-TZVPD RIJCOSX def2/J DEFGRID3
* xyz 0 1
C -5.610 -0.771 2.862
H -5.922 0.147 3.183
O -4.637 -0.433 1.672
C -5.241 0.072 0.557
C -6.587 0.334 0.310
C -7.104 1.111 -0.610
C -6.247 1.355 -1.507
C -4.863 1.082 -1.699
C -4.433 0.384 -0.560
N -3.017 -0.073 -0.357
C -2.117 0.754 -1.194
H -2.322 1.732 -1.354
C -0.643 0.108 -0.759
N -0.388 -1.044 -0.562
C 0.789 -1.751 -0.601
O 0.823 -2.988 -0.370
C 2.057 -1.097 -0.256
C 3.231 -1.534 -0.370
C 4.439 -0.489 -0.243
C 3.863 0.690 0.310
S 2.115 0.718 0.108
C 4.558 1.941 0.754
H 4.045 2.572 1.310
C 5.902 1.508 1.501
C 7.096 1.239 0.135
C 6.754 0.168 -0.776
H 7.581 -0.447 -1.232
H 6.180 0.880 -1.563
C 5.692 -1.042 -0.202
H 6.170 -1.447 0.707
H 5.831 -1.704 -1.096
H 7.499 1.948 -0.183
H 7.913 0.620 0.981
H 5.722 0.503 1.982
H 6.266 2.232 1.942
H 4.959 2.660 -0.240
H 3.428 -2.499 -0.920
C -1.593 -1.949 -0.349
C -2.713 -1.275 0.227
H -2.467 -1.072 1.341
H -3.486 -2.053 0.377
H -2.070 -2.059 -1.407
H -1.412 -2.981 -0.165
H 0.024 0.640 -1.261
H -0.703 0.790 0.286
H -1.949 0.099 -2.254
H -4.086 1.166 -2.347
H -6.348 1.876 -2.513
H -8.052 1.604 -0.832
H -7.448 0.381 1.305
H -6.455 -1.392 2.447
H -5.025 -1.213 3.485
*
```

## Properties
orbital gap: 7.855 eV
HOMO level: -7.4 eV
SMILES: COc1ccccc1N1CCN(C(=O)c2cc3c(s2)CCCCC3)CC1
strongest force on any atom: 19.4 eV/A
energy above the lowest of the compared OMol25 structures with the same formula, charge and spin: 436.30 kcal/mol

Charges obtained by Mulliken population analysis, quoted in units of e: atom 1 (C): -0.9630, atom 2 (H): 0.3874, atom 3 (O): -0.4048, atom 4 (C): 0.5899, atom 5 (C): -0.0760, atom 6 (C): -1.0075, atom 7 (C): -0.4089, atom 8 (C): -0.8142, atom 9 (C): 0.4991, atom 10 (N): 0.4626, atom 11 (C): -1.4583, atom 12 (H): 0.7465, atom 13 (C): -1.4218, atom 14 (N): 0.3339, atom 15 (C): 0.1087, atom 16 (O): -0.6874, atom 17 (C): 0.0730, atom 18 (C): -0.6568, atom 19 (C): 0.4337, atom 20 (C): 0.4232, atom 21 (S): -0.3042, atom 22 (C): -0.7818, atom 23 (H): 0.6146, atom 24 (C): -1.1368, atom 25 (C): -1.4252, atom 26 (C): -0.3510, atom 27 (H): 0.3675, atom 28 (H): 0.2300, atom 29 (C): -0.5487, atom 30 (H): 0.3116, atom 31 (H): 0.3671, atom 32 (H): 0.8845, atom 33 (H): 0.2307, atom 34 (H): 0.3225, atom 35 (H): 0.7728, atom 36 (H): 0.2533, atom 37 (H): 0.2761, atom 38 (C): -1.4454, atom 39 (C): -0.2779, atom 40 (H): 0.1853, atom 41 (H): 0.4661, atom 42 (H): 0.3289, atom 43 (H): 0.5914, atom 44 (H): 1.3879, atom 45 (H): 0.2028, atom 46 (H): 0.3413, atom 47 (H): 0.6726, atom 48 (H): 0.2134, atom 49 (H): 0.3444, atom 50 (H): 0.0842, atom 51 (H): 0.3418, atom 52 (H): 0.3211



Entry 2:
Molecular formula: C22H28N2O4S
Method: DFT, ωB97M-V with the def2-TZVPD basis set

The geometry in ORCA input format:
```
! wB97M-V def2-TZVPD RIJCOSX def2/J DEFGRID3
* xyz 0 1
C 3.879 2.826 0.360
H 4.745 2.906 1.015
H 4.007 3.508 -0.488
H 3.797 1.797 -0.008
O 2.771 3.181 1.148
C 1.528 3.093 0.596
C 1.266 2.806 -0.737
C -0.042 2.720 -1.179
C -1.106 2.941 -0.323
C -0.836 3.257 1.004
C 0.461 3.332 1.461
H 0.678 3.558 2.493
H -1.651 3.442 1.691
C -2.531 2.805 -0.799
N -3.214 1.694 -0.162
C -3.322 0.483 -0.750
O -2.976 0.284 -1.898
C -4.026 -0.575 0.110
C -3.385 -0.767 1.487
C -1.958 -1.285 1.341
H -1.368 -0.546 0.798
C -1.940 -2.621 0.598
C -2.636 -2.489 -0.758
C -4.046 -1.921 -0.618
H -4.477 -1.789 -1.612
H -4.675 -2.619 -0.060
H -2.070 -1.820 -1.408
H -2.684 -3.467 -1.243
C -0.502 -3.137 0.434
N 0.395 -2.215 -0.230
S 1.227 -1.101 0.701
O 1.291 -1.582 2.050
O 0.733 0.225 0.456
C 2.841 -1.224 -0.056
C 3.828 -1.984 0.537
C 5.067 -2.079 -0.076
C 5.300 -1.415 -1.271
C 4.300 -0.654 -1.857
C 3.061 -0.557 -1.246
H 2.262 0.035 -1.663
H 4.488 -0.138 -2.787
H 6.266 -1.489 -1.747
H 5.851 -2.668 0.377
H 3.611 -2.479 1.470
H -0.029 -1.756 -1.023
H -0.057 -3.318 1.414
H -0.504 -4.074 -0.134
H -2.483 -3.362 1.196
H -1.499 -1.408 2.324
H -3.382 0.161 2.063
H -3.983 -1.493 2.047
H -5.059 -0.225 0.239
H -3.392 1.780 0.824
H -3.096 3.719 -0.584
H -2.554 2.610 -1.873
H -0.236 2.467 -2.212
H 2.070 2.627 -1.433
*
```

## Properties
orbital gap: 8.805 eV
HOMO level: -8.1 eV
SMILES: COc1ccc(CNC(=O)[C@H]2CC[C@@H](CNS(=O)(=O)c3ccccc3)CC2)cc1
strongest force on any atom: 0.8 eV/A
energy above the lowest of the compared OMol25 structures with the same formula, charge and spin: 15.84 kcal/mol

Charges obtained by Mulliken population analysis, quoted in units of e: atom 1 (C): -0.5412, atom 2 (H): 0.2706, atom 3 (H): 0.3236, atom 4 (H): 0.0644, atom 5 (O): -0.4668, atom 6 (C): 0.7202, atom 7 (C): -0.2770, atom 8 (C): -0.6021, atom 9 (C): 0.6957, atom 10 (C): -0.4647, atom 11 (C): -0.6942, atom 12 (H): 0.4394, atom 13 (H): 0.3980, atom 14 (C): -1.5264, atom 15 (N): -0.0090, atom 16 (C): 0.1207, atom 17 (O): -0.7020, atom 18 (C): 0.5201, atom 19 (C): -1.6823, atom 20 (C): 0.1889, atom 21 (H): -0.3533, atom 22 (C): 0.4716, atom 23 (C): -0.7177, atom 24 (C): -1.3994, atom 25 (H): 0.4621, atom 26 (H): 0.5106, atom 27 (H): 0.2797, atom 28 (H): 0.3477, atom 29 (C): -1.6274, atom 30 (N): -0.1914, atom 31 (S): 1.1372, atom 32 (O): -0.7612, atom 33 (O): -0.1026, atom 34 (C): 0.3137, atom 35 (C): -0.4753, atom 36 (C): -0.6399, atom 37 (C): -0.4193, atom 38 (C): -0.6430, atom 39 (C): -0.4785, atom 40 (H): 0.3056, atom 41 (H): 0.4111, atom 42 (H): 0.3974, atom 43 (H): 0.3999, atom 44 (H): 0.4688, atom 45 (H): 0.3969, atom 46 (H): 0.5283, atom 47 (H): 0.4345, atom 48 (H): 0.3475, atom 49 (H): 0.5480, atom 50 (H): 0.5230, atom 51 (H): 0.5528, atom 52 (H): 0.3511, atom 53 (H): 0.2715, atom 54 (H): 0.4162, atom 55 (H): 0.4524, atom 56 (H): 0.2832, atom 57 (H): 0.4223



Entry 3:
Molecular formula: C19H26BrF3N4O3SY
Method: DFT, ωB97M-V with the def2-TZVPD basis set

The geometry in ORCA input format:
```
! wB97M-V def2-TZVPD RIJCOSX def2/J DEFGRID3
* xyz 1 1
Y -0.367 -0.171 0.720
Br -0.393 2.435 2.191
C -2.007 3.192 1.463
C -2.461 4.374 1.955
C -3.619 4.934 1.368
C -4.238 4.311 0.324
C -3.748 3.084 -0.190
C -4.350 2.434 -1.298
C -3.830 1.270 -1.785
C -2.697 0.690 -1.162
C -2.085 1.248 -0.061
C -2.610 2.482 0.401
H -1.953 4.881 2.763
H -3.998 5.873 1.749
H -5.114 4.756 -0.133
H -5.220 2.887 -1.758
H -4.283 0.793 -2.645
H -2.317 -0.237 -1.602
N 0.071 -2.306 -0.634
C 1.091 -1.937 -1.654
C 1.276 -2.946 -2.780
C 2.392 -2.605 -3.785
C 3.678 -2.050 -3.166
N 3.504 -0.624 -2.865
C 3.998 0.021 -1.818
N 3.456 1.187 -1.457
N 5.020 -0.496 -1.134
C 0.772 -0.502 -2.128
O 0.650 -0.235 -3.309
O 0.749 0.333 -1.140
H 0.434 -3.046 -0.039
H -0.750 -2.692 -1.095
H 2.022 -1.851 -1.087
H 0.339 -3.081 -3.325
H 1.502 -3.912 -2.315
H 2.030 -1.905 -4.535
H 2.646 -3.518 -4.328
H 4.518 -2.178 -3.852
H 3.925 -2.581 -2.243
H 2.807 -0.138 -3.419
H 2.447 1.278 -1.563
H 3.843 1.656 -0.654
H 5.593 -1.221 -1.526
H 5.255 -0.142 -0.223
C -2.860 -1.800 4.580
S -1.944 -0.431 3.903
C -0.499 -0.512 4.942
O -1.462 -0.961 2.554
H -2.242 -2.695 4.555
H -3.748 -1.926 3.965
H -3.153 -1.552 5.600
H -0.792 -0.290 5.968
H 0.198 0.244 4.584
H -0.053 -1.502 4.858
F 2.273 0.230 3.017
C 1.799 -0.361 1.887
F 2.935 -0.484 1.085
F 1.571 -1.702 2.277
*
```

## Properties
orbital gap: 8.039 eV
HOMO level: -10.1 eV
strongest force on any atom: 0.3 eV/A
energy above the lowest of the compared OMol25 structures with the same formula, charge and spin: 0.00 kcal/mol

Charges obtained by Mulliken population analysis, quoted in units of e: atom 1 (Y): 1.3668, atom 2 (Br): -0.1096, atom 3 (C): 0.6611, atom 4 (C): -0.7806, atom 5 (C): -0.4832, atom 6 (C): -0.9503, atom 7 (C): 0.7537, atom 8 (C): -0.7090, atom 9 (C): -1.3065, atom 10 (C): -0.5286, atom 11 (C): 1.0269, atom 12 (C): 0.0857, atom 13 (H): 0.4346, atom 14 (H): 0.3878, atom 15 (H): 0.3849, atom 16 (H): 0.3828, atom 17 (H): 0.3949, atom 18 (H): 0.1423, atom 19 (N): -0.5256, atom 20 (C): 0.7135, atom 21 (C): -1.0827, atom 22 (C): -0.8758, atom 23 (C): -0.9737, atom 24 (N): -0.1059, atom 25 (C): 0.8122, atom 26 (N): -0.3384, atom 27 (N): -0.3705, atom 28 (C): 0.3698, atom 29 (O): -0.6611, atom 30 (O): -0.6768, atom 31 (H): 0.3337, atom 32 (H): 0.2879, atom 33 (H): 0.1552, atom 34 (H): 0.3761, atom 35 (H): 0.3797, atom 36 (H): 0.3690, atom 37 (H): 0.4323, atom 38 (H): 0.3975, atom 39 (H): 0.4884, atom 40 (H): 0.2697, atom 41 (H): 0.1853, atom 42 (H): 0.2696, atom 43 (H): 0.2202, atom 44 (H): 0.2132, atom 45 (C): -1.0679, atom 46 (S): 0.5798, atom 47 (C): -0.9057, atom 48 (O): -0.8278, atom 49 (H): 0.3167, atom 50 (H): 0.3729, atom 51 (H): 0.4259, atom 52 (H): 0.4960, atom 53 (H): 0.1761, atom 54 (H): 0.3136, atom 55 (F): -0.2332, atom 56 (C): 0.0859, atom 57 (F): -0.2501, atom 58 (F): -0.2986